No. 1
Formula: C26H39GeN7O2Sr
Source: the Open Molecules 2025 dataset
Level of theory: ωB97M-V with the def2-TZVPD basis set

Geometry as XYZ:
```
76
Properties=species:S:1:pos:R:3:forces:R:3
Sr 0.1085 -1.1171 -0.2249 1.443 4.806 2.885
N 1.7441 -1.4988 -2.0586 -0.526 -1.595 -0.292
C 1.1790 -2.8940 -1.8443 -0.453 0.286 -0.248
C -0.4321 -2.8817 -1.8569 0.122 -0.381 0.322
N -1.1011 -3.0163 -0.4720 -0.420 -1.402 -2.058
C -0.7179 -4.2422 0.2537 -0.068 0.267 0.112
C -0.1276 -3.9316 1.6465 -0.155 0.041 -0.071
N 1.0706 -3.0651 1.5725 -0.317 -0.513 -0.548
C -2.5522 -2.6750 -0.5696 0.464 -0.142 0.391
C -3.0807 -2.0314 0.7289 0.151 -0.370 -0.372
N -2.3749 -0.7691 0.9717 -0.274 -0.532 -0.514
H 2.7395 -1.5450 -2.2306 0.023 0.017 0.041
H 1.2897 -1.0672 -2.8634 0.152 0.139 0.094
H 1.5441 -3.2605 -0.8681 -0.109 0.134 -0.437
H 1.5162 -3.6033 -2.5979 -0.037 0.000 -0.033
H -0.8166 -3.6321 -2.5469 0.085 -0.072 0.031
H -0.7251 -1.8862 -2.2683 -0.077 -0.948 0.047
H 0.0182 -4.7938 -0.3384 -0.008 0.032 0.012
H -1.5859 -4.9020 0.3381 0.011 -0.029 0.196
H 0.0735 -4.8711 2.1699 -0.050 -0.046 -0.056
H -0.8752 -3.3942 2.2312 -0.011 -0.022 0.004
H 1.8544 -3.6274 1.2552 0.103 0.045 0.138
H 1.3135 -2.7154 2.4939 -0.057 0.143 -0.022
H -3.1299 -3.5532 -0.8769 -0.106 -0.006 0.165
H -2.6714 -1.9358 -1.3690 0.093 -0.006 -0.039
H -2.8952 -2.7101 1.5635 -0.036 0.048 0.056
H -4.1676 -1.9586 0.6145 -0.006 0.175 0.125
H -2.4712 -0.4366 1.9235 0.155 0.014 0.032
H -2.7186 -0.0375 0.3557 0.004 0.082 0.101
O -1.8378 6.1377 0.3747 0.048 -0.127 -0.002
C -1.8934 5.4944 -0.6869 -0.026 0.322 -0.064
O -2.2580 5.8384 -1.8296 -0.007 -0.148 0.077
C -1.4323 4.0221 -0.5890 -0.010 -0.184 -0.054
C -1.6796 3.1400 -1.6575 0.061 -0.003 0.094
C -1.2549 1.8434 -1.5424 0.033 0.062 -0.118
N -0.5818 1.3504 -0.4719 -0.082 -0.252 0.079
C -0.4125 2.1614 0.6061 0.031 0.174 -0.020
C -0.8327 3.5190 0.5284 -0.024 0.011 -0.009
C 0.1526 1.6592 1.8275 -0.080 -0.039 0.058
C 0.1515 2.3641 3.0385 0.006 -0.023 -0.033
C 0.1725 1.6944 4.2482 0.076 0.085 0.035
C -0.0930 0.3023 4.2019 -0.036 -0.134 -0.080
C 0.0107 -0.3612 3.0224 0.140 0.019 0.140
N 0.6710 0.2963 1.9088 -0.137 -0.123 -0.178
C -1.6081 0.9207 -2.6582 0.012 0.132 -0.044
C -2.9249 0.9697 -3.1423 0.035 0.018 -0.028
C -3.2878 0.2149 -4.2367 0.017 0.009 0.007
C -2.3239 -0.5812 -4.8439 -0.023 0.008 -0.041
C -1.0616 -0.5931 -4.2911 0.167 -0.084 -0.048
N -0.6910 0.1106 -3.2136 -0.244 0.040 0.229
H -2.1770 3.5271 -2.5362 -0.011 0.001 0.001
H -0.7266 4.1944 1.3649 0.016 0.007 -0.008
H 0.0503 3.4417 3.0435 -0.033 0.009 -0.004
H 0.1607 2.2346 5.1836 -0.012 0.000 0.001
H -0.4751 -0.2176 5.0741 0.006 0.017 0.019
H -0.3336 -1.3825 2.8960 -0.044 0.008 -0.028
H -3.6330 1.6207 -2.6497 -0.008 -0.004 0.001
H -4.2996 0.2535 -4.6187 -0.003 -0.006 -0.006
H -2.5432 -1.1730 -5.7215 0.009 0.002 -0.005
H -0.2854 -1.2087 -4.7410 -0.015 -0.019 0.006
C 5.0522 1.1060 1.5791 0.083 -0.054 0.058
Ge 3.2183 1.6141 1.1153 -0.138 -0.071 -0.158
C 3.0304 1.4046 -0.8284 -0.105 0.025 -0.043
C 2.9470 3.4745 1.5900 0.027 0.130 0.050
C 2.1386 0.2772 2.1024 0.122 0.064 0.032
H 5.7695 1.8003 1.1406 0.002 0.006 -0.006
H 5.2894 0.1017 1.2226 -0.002 -0.004 -0.013
H 5.1873 1.1180 2.6617 0.019 0.018 0.003
H 3.5940 2.1900 -1.3343 0.024 -0.002 0.018
H 1.9908 1.4864 -1.1544 0.006 0.010 0.039
H 3.4265 0.4421 -1.1539 0.053 -0.014 0.005
H 3.7582 4.0650 1.1588 0.002 0.007 0.032
H 2.9526 3.6120 2.6712 0.003 -0.020 0.007
H 2.0028 3.8531 1.2040 -0.023 -0.018 -0.036
H 2.3877 0.4346 3.1609 -0.047 -0.019 -0.031
H 2.5240 -0.7208 1.8430 0.018 0.001 0.006
```
Positions in Å, forces in eV/Å.

Summary:
- Charge: 0
- Molecular weight: 641.88 g/mol
- E: -99471.277 eV
- HOMO energy: -5.73 eV
- Lowest unoccupied orbital energy: -0.03120 Eh

***

No. 2
Formula: C26H40Cl2GeN5O5PSe2Y
Source: the Open Molecules 2025 dataset
Level of theory: ωB97M-V with the def2-TZVPD basis set

Geometry as XYZ:
```
83
Properties=species:S:1:pos:R:3:forces:R:3
Y -0.1859 -0.4795 -0.1376 0.024 -0.569 0.323
Se -1.8335 7.3583 -0.6565 -0.008 -0.309 0.021
N -1.5742 6.2431 0.7023 0.046 0.130 -0.017
C -1.3043 5.0689 0.1906 -0.036 0.065 0.078
C -1.0204 3.8899 0.9930 0.011 -0.111 0.002
C -0.9793 3.9338 2.3900 0.018 -0.065 -0.007
C -0.7026 2.7806 3.0909 -0.047 -0.083 -0.040
C -0.4895 1.6027 2.3827 0.021 0.087 0.037
N -0.5199 1.5438 1.0495 0.080 0.078 0.039
C -0.7730 2.6744 0.3476 0.006 0.141 0.054
C -0.7488 2.5911 -1.1181 0.020 0.146 -0.005
N -0.4275 1.3992 -1.6761 -0.048 0.130 -0.018
C -0.3516 1.3262 -3.0041 0.003 0.024 -0.067
C -0.6010 2.4050 -3.8460 0.002 -0.004 0.071
C -0.9336 3.6186 -3.2866 0.025 -0.100 -0.002
C -1.0016 3.7253 -1.8943 0.019 -0.105 -0.014
C -1.3013 4.9855 -1.2324 -0.044 0.054 -0.084
N -1.5674 6.0938 -1.8757 0.042 0.133 -0.005
H -1.1593 4.8753 2.8925 -0.008 0.016 0.000
H -0.6531 2.7752 4.1700 -0.001 0.000 0.014
H -0.2698 0.6763 2.8995 0.008 0.007 0.003
H -0.0709 0.3690 -3.4223 -0.002 0.005 -0.004
H -0.5291 2.2786 -4.9164 0.005 -0.005 -0.013
H -1.1314 4.4912 -3.8951 -0.011 0.019 0.001
Cl 1.6170 -2.7770 -1.2010 -0.010 0.034 -0.092
C 0.4818 -3.1472 -2.5124 0.005 -0.048 -0.043
Cl -0.9622 -2.0881 -2.4203 0.025 -0.025 -0.070
H 0.1428 -4.1727 -2.4246 0.020 0.017 -0.003
H 0.9707 -2.9476 -3.4592 -0.011 -0.032 0.015
O -0.7444 -2.6971 0.8284 -0.072 0.093 -0.143
C 0.0772 -2.4747 1.7508 0.045 0.027 0.281
O 0.6693 -1.3657 1.8688 -0.034 0.132 -0.167
C 0.3673 -3.5479 2.7898 -0.040 0.058 -0.042
N -0.2851 -4.8414 2.3746 -0.005 0.015 0.002
C -0.8574 -5.4763 3.6217 0.035 -0.036 -0.081
C -1.3423 -4.2645 4.3890 -0.078 -0.031 0.049
C -0.2353 -3.2279 4.1814 0.076 0.049 -0.005
H 1.4429 -3.7061 2.8455 0.004 0.048 -0.023
H 0.3589 -5.4609 1.8856 0.023 -0.033 -0.008
H -1.0401 -4.6018 1.7180 0.023 -0.038 0.022
H -0.0383 -5.9920 4.1211 -0.030 0.001 0.029
H -1.6211 -6.1940 3.3316 -0.001 0.008 0.028
H -1.5064 -4.4930 5.4392 0.004 -0.004 0.007
H -2.2887 -3.9175 3.9683 0.081 -0.027 0.043
H 0.5402 -3.3229 4.9386 -0.013 -0.005 0.005
H -0.6123 -2.2080 4.2201 0.018 0.012 0.011
C -6.2781 -2.4763 2.0889 0.021 0.006 -0.023
Ge -4.4041 -2.4076 1.5860 -0.068 0.045 -0.009
C -3.6516 -4.2111 1.4166 -0.004 -0.045 -0.004
C -3.3584 -1.3582 2.8807 0.051 -0.028 -0.009
C -4.2897 -1.5898 -0.2337 0.020 -0.005 0.045
Se -3.0676 -0.0978 -0.5238 -0.441 -0.013 -0.034
C -3.9329 1.2120 0.6310 -0.012 -0.015 0.035
H -6.4039 -2.9362 3.0680 0.024 -0.015 0.025
H -6.8460 -3.0619 1.3662 0.007 -0.001 -0.010
H -6.7085 -1.4756 2.1292 0.016 0.013 -0.004
H -3.6207 -4.7152 2.3834 -0.041 -0.006 0.010
H -2.6510 -4.1649 0.9842 -0.111 0.060 -0.093
H -4.2730 -4.8160 0.7566 -0.017 -0.002 -0.006
H -3.1625 -1.9592 3.7704 -0.022 0.020 -0.027
H -3.9064 -0.4783 3.2173 0.007 -0.010 -0.013
H -2.3997 -1.0319 2.4638 -0.042 -0.010 0.017
H -5.2600 -1.2000 -0.5448 0.013 -0.037 0.018
H -4.0073 -2.3409 -0.9726 0.022 -0.016 0.021
H -4.4404 0.6790 1.4317 0.032 0.037 -0.079
H -4.6470 1.7736 0.0354 0.016 -0.017 0.009
H -3.1831 1.8737 1.0538 -0.010 0.031 -0.010
C 4.1879 -0.3383 1.2889 0.008 -0.038 -0.006
O 3.6061 -0.5461 -0.0223 -0.055 0.007 -0.025
P 2.4924 0.4246 -0.6136 0.489 0.181 -0.112
O 3.1631 1.8362 -0.2885 -0.050 -0.158 -0.006
C 2.6629 3.0995 -0.7622 -0.001 -0.031 0.003
O 2.5974 0.1899 -2.1835 -0.015 0.100 0.090
C 3.8613 0.2606 -2.9112 -0.016 -0.005 0.050
H 4.8113 0.5510 1.2764 -0.001 0.000 0.012
H 4.7917 -1.2172 1.4919 0.002 0.027 -0.001
H 3.4032 -0.2434 2.0409 0.010 0.001 -0.003
H 3.5079 3.7820 -0.7728 -0.028 -0.003 -0.006
H 1.9035 3.4727 -0.0753 -0.008 0.018 -0.021
H 2.2601 3.0033 -1.7718 -0.011 0.019 -0.001
H 4.2371 -0.7500 -3.0436 0.022 0.010 -0.002
H 4.5836 0.8593 -2.3606 0.002 -0.004 -0.018
H 3.6456 0.7197 -3.8710 0.006 -0.015 0.003
```
Positions in Å, forces in eV/Å.

Summary:
- Charge: +3
- Molecular weight: 923.95 g/mol
- E: -267867.755 eV
- HOMO energy: -15.90 eV
- Lowest unoccupied orbital energy: -0.30093 Eh

***

No. 3
Formula: C26H40Cl2N3O3Rh
Source: the Open Molecules 2025 dataset
Level of theory: ωB97M-V with the def2-TZVPD basis set

Geometry as XYZ:
```
75
Properties=species:S:1:pos:R:3:forces:R:3
O 3.3097 1.0784 -4.0509 -0.001 0.461 -1.746
C 3.1724 1.2953 -5.2452 0.195 -0.276 1.022
C 3.2773 2.6344 -5.9017 0.074 0.400 0.173
C 3.5697 3.7623 -5.1230 -0.056 0.091 -0.208
H 3.7386 3.6386 -4.0559 -0.090 -0.045 -0.175
C 3.6370 5.0223 -5.7129 -0.040 -0.190 -0.226
H 3.8588 5.8951 -5.1005 -0.057 -0.181 -0.160
C 3.4183 5.1633 -7.0893 -0.033 -0.424 0.040
H 3.4647 6.1486 -7.5503 -0.012 -0.207 0.093
C 3.1450 4.0353 -7.8777 0.092 0.239 0.222
H 2.9819 4.1449 -8.9520 0.057 -0.039 0.349
C 3.0823 2.7769 -7.2827 0.004 -0.072 0.332
H 2.8779 1.8874 -7.8792 -0.004 0.202 0.078
H 2.9628 0.4674 -5.9586 -0.021 0.041 0.199
C -1.9788 0.7864 -1.9394 -0.132 0.226 -0.427
C -1.7235 -0.0638 -0.7519 -1.937 -1.839 -0.207
H -3.0449 0.8427 -2.1893 0.057 0.173 -0.014
H -1.4455 0.3545 -2.7972 -0.202 0.232 0.200
H -1.5819 1.7914 -1.7857 -0.044 0.032 -0.135
C -2.6255 -0.9144 -0.2405 -0.124 0.594 -0.502
C -4.0718 -1.0123 -0.6192 -0.452 -0.057 -0.127
H -2.3269 -1.6221 0.5190 0.171 -0.145 0.240
H -4.3291 -0.3594 -1.4595 -0.012 -0.189 0.181
H -4.7291 -0.7395 0.2206 0.051 -0.089 -0.103
H -4.3253 -2.0432 -0.9003 -0.055 0.117 0.023
Rh 0.1681 0.0649 0.1288 0.781 2.921 -0.785
Cl -0.0191 2.3286 0.6993 0.088 1.913 0.401
Cl 0.9155 -0.0854 -2.0979 0.732 -0.068 -1.718
C -1.7544 0.4679 2.3631 1.485 -1.615 -1.088
O -0.8569 -0.3315 1.9675 -2.346 1.116 2.365
N -2.3740 0.2598 3.5186 -0.419 -0.068 0.649
C -2.0519 -0.8956 4.3485 -0.150 0.087 0.054
C -3.5061 1.0744 3.9335 0.158 0.033 -0.048
H -2.0446 1.3665 1.7904 0.103 -0.463 0.160
H -1.2515 -1.4783 3.8821 -0.270 0.191 0.049
H -2.9444 -1.5237 4.4733 0.207 0.081 -0.054
H -1.7420 -0.5531 5.3470 -0.081 -0.112 -0.165
H -3.6766 1.8506 3.1796 -0.014 -0.164 0.215
H -3.2924 1.5479 4.9009 -0.143 -0.059 -0.156
H -4.4057 0.4497 4.0273 0.189 0.195 -0.026
H 0.4934 -5.4811 0.8086 -0.149 0.158 -0.055
H 2.8467 -5.3132 -0.1984 -0.078 0.164 -0.119
C 0.1376 -4.8460 -0.0139 0.227 -0.096 0.097
C 2.4148 -4.6755 -0.9810 -0.166 0.134 -0.208
N 1.2262 -3.9985 -0.4828 0.147 -0.939 -0.239
H -0.6983 -4.2259 0.3176 0.239 -0.095 -0.087
C 1.1394 -2.6768 -0.4820 -1.670 1.291 1.408
O 0.2247 -2.0783 0.1599 1.765 -2.771 -1.192
H 3.1518 -3.9237 -1.2794 -0.109 -0.184 0.048
H 1.8876 -2.1323 -1.0766 -0.138 -0.103 0.342
H -0.1804 -5.5114 -0.8294 0.023 0.201 0.140
H 2.1692 -5.3036 -1.8471 0.067 0.088 0.134
C 2.9950 2.0614 4.6331 0.193 0.212 0.247
N 1.9705 0.9814 4.6957 0.056 -0.483 -0.140
C 0.9104 1.3233 5.6832 0.114 -0.102 -0.029
C 1.3790 0.5956 3.3511 -0.643 -0.293 0.180
C 2.3926 0.0500 2.3992 1.914 -0.845 0.004
C 3.6518 -0.4050 2.8757 -0.501 0.646 -0.154
C 4.6761 -0.6487 1.9636 0.079 -0.495 0.239
C 4.4345 -0.5349 0.6014 -0.133 0.363 -0.221
C 3.1680 -0.1615 0.1361 1.401 -0.762 0.262
C 2.1292 0.0083 1.0254 -0.284 0.313 0.725
H 2.5438 2.9627 4.2100 -0.034 -0.247 0.001
H 3.8580 1.7567 4.0393 -0.359 -0.030 -0.009
H 3.3086 2.2541 5.6621 0.032 0.087 -0.156
H 2.4193 0.1153 5.0337 0.000 0.543 -0.149
H 0.3575 2.1995 5.3372 0.125 -0.154 0.007
H 0.2435 0.4678 5.7929 0.035 0.141 -0.092
H 1.4059 1.5238 6.6327 -0.169 0.098 0.000
H 0.6197 -0.1625 3.5749 0.070 0.280 0.080
H 0.8774 1.4792 2.9301 0.154 -0.146 0.100
H 3.8677 -0.5365 3.9529 0.045 0.110 -0.490
H 5.6599 -0.9338 2.3285 -0.148 -0.106 -0.066
H 5.2145 -0.7577 -0.1192 0.162 0.186 0.109
H 3.0075 -0.0402 -0.9370 -0.015 -0.206 0.306
```
Positions in Å, forces in eV/Å.

Summary:
- Charge: 0
- Molecular weight: 616.44 g/mol
- <S²>: 6.015
- E: -66270.209 eV
- HOMO energy (alpha / beta): -3.70 / -6.36 eV
- Lowest unoccupied orbital energy (alpha / beta): -0.00831 / -0.00880 Eh
- 2S+1: 5